Molecular formula: C3H8INS
Method: DFT, the ωB97M-V functional and the def2-TZVPD basis

Its multiplicity is 1. The highest occupied orbital energy (spin up / spin down) comes out at -7.294 / -7.633 eV. The calculation puts the gap between HOMO and LUMO (spin up / spin down) at 6.6 / 7.1 eV. The calculation puts the LUMO energy (spin up / spin down) at -0.025 / -0.019 Ha. As for the total energy: -23662.3540 eV.

```
14
Properties=species:S:1:pos:R:3:lowdin_charge:R:1
I 4.079 -0.003 -0.002 0.584
S 0.673 0.355 -0.614 0.888
N 2.313 -0.557 0.778 -0.776
C -1.738 0.870 0.540 -0.200
C 0.112 -1.380 -0.934 -0.276
C -0.773 1.211 -0.439 -0.495
H 0.159 -1.847 -1.901 0.046
H -1.635 -0.080 1.032 0.071
H -2.659 0.873 -0.006 0.077
H -0.622 2.247 -0.639 0.044
H -0.898 -1.378 -0.528 0.026
H 2.059 -0.090 1.628 -0.103
H 0.710 -1.916 -0.207 0.011
H -1.780 1.695 1.292 0.102
```

***

Molecular formula: C33H27ClN4O5S3Tc
Method: DFT, the ωB97M-V functional and the def2-TZVPD basis

Its multiplicity is 4. The highest occupied orbital energy (spin up / spin down) comes out at -8.071 / -8.176 eV. The calculation puts the gap between HOMO and LUMO (spin up / spin down) at 7.5 / 7.0 eV. The calculation puts the LUMO energy (spin up / spin down) at -0.021 / -0.044 Ha. As for the total energy: -98086.2563 eV. As for the expectation value of S²: 3.772.

```
74
Properties=species:S:1:pos:R:3:lowdin_charge:R:1
Tc -0.212 0.150 -0.327 1.561
Cl 6.587 -0.655 1.933 0.658
S -2.793 -3.424 -2.301 0.872
S -1.713 3.110 -0.655 0.449
S -1.837 -1.583 -0.122 0.635
O 1.277 1.306 -0.912 -0.211
O -1.580 1.592 -0.739 -0.517
O -1.810 3.660 -1.980 -0.297
O 1.126 -1.258 -0.064 -0.252
O -0.724 3.657 0.238 -0.294
N 0.419 0.845 1.680 0.014
N -0.410 -0.369 -2.316 -0.098
N -1.040 -1.553 -2.694 -0.031
N -2.139 0.106 2.373 0.080
C -4.096 -1.149 -3.271 -0.297
C -2.449 2.098 3.722 -0.165
C -1.913 3.316 4.203 -0.028
C -0.355 1.682 2.532 -0.211
C 0.127 2.873 2.999 -0.024
C -0.655 3.692 3.839 -0.054
C -0.033 0.365 -3.330 -0.196
C -4.208 0.479 3.519 -0.043
C -1.676 1.279 2.871 -0.180
C 4.677 -1.716 0.323 -0.082
C -3.752 1.652 4.040 -0.015
C -3.675 0.034 -2.668 -0.065
C -4.304 -2.391 -2.453 -0.416
C 1.193 2.093 -1.975 -0.331
C 2.644 -0.154 1.400 -0.136
C 0.560 1.684 -3.165 -0.112
C 1.787 3.358 -1.907 -0.008
C -1.711 -2.120 -1.768 -1.065
C -3.590 1.128 -4.806 -0.096
C -3.416 1.166 -3.429 -0.068
C 1.706 4.226 -2.969 -0.058
C 2.351 -1.068 0.373 -0.330
C 1.042 3.855 -4.140 -0.077
C -3.353 -0.265 2.676 -0.141
C -0.240 -0.170 -4.717 0.000
C -4.265 -1.175 -4.651 -0.046
C 0.495 2.599 -4.232 -0.032
C -3.305 3.294 0.094 -0.111
C 3.392 -1.852 -0.147 0.014
C -4.019 -0.044 -5.415 -0.092
C 4.959 -0.807 1.344 -0.667
C 1.632 0.630 2.057 -0.046
C 3.956 -0.049 1.890 -0.055
H -4.163 -0.078 -6.488 0.102
H -5.199 0.108 3.744 0.105
H -0.002 -1.229 -4.740 0.088
H 1.091 3.233 2.668 0.126
H -2.517 3.940 4.850 0.115
H -0.247 4.635 4.177 0.111
H -4.671 -2.162 -1.454 0.074
H -0.032 2.328 -5.135 0.109
H 2.267 3.638 -0.979 0.122
H -3.242 3.025 1.145 0.052
H -3.064 2.070 -2.944 0.076
H -4.371 2.253 4.696 0.119
H -4.011 2.654 -0.432 0.067
H -3.528 0.074 -1.595 0.076
H -5.013 -3.064 -2.936 0.075
H 0.371 0.363 -5.436 0.079
H 5.477 -2.315 -0.091 0.110
H 2.145 5.213 -2.886 0.109
H 1.946 1.063 3.006 0.140
H 0.951 4.550 -4.963 0.103
H -3.690 -1.199 2.239 0.093
H -1.296 -0.085 -4.988 0.078
H -3.391 2.011 -5.402 0.106
H 3.154 -2.559 -0.929 0.125
H -3.586 4.339 -0.018 0.074
H 4.176 0.640 2.696 0.116
H -4.585 -2.092 -5.133 0.114
```

***

Molecular formula: C23H27Cl3N3OV
Method: DFT, the ωB97M-V functional and the def2-TZVPD basis

Its multiplicity is 1. The highest occupied orbital energy (spin up / spin down) comes out at -13.985 / -13.985 eV. As for the net charge: +2. The calculation puts the gap between HOMO and LUMO (spin up / spin down) at 6.6 / 6.6 eV. The calculation puts the LUMO energy (spin up / spin down) at -0.271 / -0.271 Ha. As for the total energy: -94047.1419 eV.

```
58
Properties=species:S:1:pos:R:3:lowdin_charge:R:1
V -0.613 -0.248 -0.377 0.933
Cl -0.452 2.751 -0.548 0.828
Cl 3.966 4.953 -2.698 0.762
Cl 3.476 -0.393 -2.419 0.776
O 0.859 0.215 -1.258 -0.232
N -0.170 -1.178 3.647 0.002
N 1.139 -1.877 1.875 0.116
N -0.523 -0.312 1.496 -0.074
C -2.884 1.906 -2.953 -0.045
C -2.147 -3.004 -2.417 0.004
C -1.298 0.199 -3.626 0.016
C -2.232 0.117 3.169 -0.129
C -1.929 1.413 -3.845 0.000
C -1.344 0.752 2.117 -0.195
C 1.102 2.599 -1.318 -0.527
C 2.838 1.187 -2.147 -0.566
C -1.635 -0.577 -2.519 -0.230
C 3.576 2.301 -2.497 -0.094
C 3.057 3.567 -2.257 -0.650
C -1.340 -0.499 4.229 -0.107
C -0.713 -1.985 -0.723 -0.017
C 0.149 -1.131 2.364 -0.313
C 1.814 3.730 -1.661 -0.101
C 1.946 -2.782 2.700 -0.125
C -3.204 1.177 -1.828 -0.056
C 0.184 -2.313 -3.084 -0.016
C 2.027 -2.210 4.101 -0.134
C 0.624 -1.960 4.614 -0.107
C 1.578 1.315 -1.558 -0.383
C -2.578 -0.057 -1.599 -0.133
C -1.020 -1.953 -2.219 -0.526
H -3.369 2.852 -3.148 0.128
H 0.572 -3.286 -2.785 0.107
H -0.821 -2.917 -0.174 0.113
H -1.884 -1.237 4.820 0.142
H 2.536 -2.905 4.766 0.135
H -1.677 1.988 -4.727 0.131
H 0.642 -1.390 5.542 0.139
H -0.968 0.265 4.914 0.142
H -3.002 -2.825 -1.766 0.095
H 1.446 -1.662 0.939 0.136
H 1.419 4.717 -1.467 0.121
H -2.881 0.861 3.630 0.136
H -0.685 1.512 2.542 0.139
H -1.753 -4.000 -2.217 0.104
H -3.954 1.536 -1.135 0.129
H -2.866 -0.640 2.705 0.129
H -2.976 -0.717 -0.822 0.137
H 1.493 -3.775 2.707 0.134
H -2.488 -2.959 -3.451 0.113
H 0.100 -2.899 4.809 0.144
H 2.597 -1.280 4.090 0.133
H -1.941 1.241 1.341 0.090
H 4.549 2.186 -2.952 0.122
H 0.981 -1.578 -2.992 0.048
H -0.556 -0.154 -4.329 0.131
H 2.928 -2.860 2.240 0.136
H -0.118 -2.389 -4.129 0.106
```

***

Molecular formula: C36H57N5O8S4
Method: DFT, the ωB97M-V functional and the def2-TZVPD basis

Its multiplicity is 1. The highest occupied orbital energy comes out at -7.501 eV. The calculation puts the gap between HOMO and LUMO at 7.6 eV. The calculation puts the LUMO energy at 0.005 Ha. Its SMILES is O=S1(=O)CCCC1.O=S1(=O)CCCC1.O=S1(=O)CCCC1.O=S1(=O)CCCC1.c1cc[nH]c1.c1cc[nH]c1.c1cc[nH]c1.c1cc[nH]c1.c1cc[nH]c1. As for the total energy: -105423.0720 eV.

```
110
Properties=species:S:1:pos:R:3:lowdin_charge:R:1
S -2.597 1.817 -3.657 0.718
S 0.064 -2.697 -2.822 0.656
S 1.959 3.391 6.603 0.716
S 0.690 0.265 0.489 0.746
O 3.191 3.049 7.337 -0.358
O -1.704 1.933 -2.512 -0.334
O -1.030 -3.372 -2.248 -0.323
O 1.141 0.322 -0.906 -0.360
O 0.937 4.102 7.350 -0.341
O -2.056 1.116 -4.808 -0.329
O 1.504 0.910 1.503 -0.341
O 1.252 -2.470 -2.012 -0.327
N 3.758 -0.367 -2.325 0.013
N -1.316 -2.521 5.506 0.009
N 4.103 -2.122 4.208 0.016
N 3.028 2.578 -1.673 0.018
N -5.023 -2.995 0.111 0.022
C 4.216 -0.465 -3.648 -0.116
C 4.225 3.012 -2.126 -0.136
C -5.291 1.756 -3.210 -0.224
C -0.133 -1.376 -5.163 -0.186
C -3.566 3.327 -4.037 -0.196
C -2.722 -2.471 5.472 -0.105
C 0.579 -3.583 -4.336 -0.215
C 3.346 -1.646 3.210 -0.157
C 4.395 -3.424 3.875 -0.152
C -5.759 -1.952 -1.699 -0.150
C 1.112 1.870 5.971 -0.228
C -1.864 -0.209 0.051 -0.220
C -1.933 -0.756 4.330 -0.131
C -6.363 -1.344 -0.653 -0.131
C -3.081 -1.343 4.773 -0.135
C -4.089 0.893 -3.020 -0.237
C -0.533 -1.196 -3.668 -0.212
C 4.019 4.232 -2.713 -0.132
C 2.696 4.609 -2.495 -0.132
C -1.403 -1.479 0.796 -0.203
C -4.813 3.225 -3.096 -0.184
C -0.837 -1.469 4.892 -0.147
C -1.015 0.998 0.464 -0.186
C 4.818 -0.466 -1.468 -0.148
C 2.082 3.563 -1.856 -0.129
C 5.537 -0.714 -3.568 -0.133
C 1.008 -2.477 -5.297 -0.187
C -4.764 -2.846 -1.258 -0.080
C 3.850 -3.800 2.649 -0.090
C 0.103 -1.486 0.950 -0.167
C 3.206 -2.623 2.228 -0.120
C 0.750 2.296 4.559 -0.241
C -5.911 -2.031 0.441 -0.168
C 5.926 -0.745 -2.217 -0.118
C 2.382 4.092 4.938 -0.196
C 2.076 2.911 3.987 -0.210
H 0.266 1.527 6.567 0.107
H -1.605 -0.396 -0.991 0.085
H -0.959 -1.661 -5.815 0.109
H -5.580 1.573 -4.245 0.120
H 2.784 -0.349 -2.061 0.081
H 3.019 -0.618 3.260 0.093
H 1.991 3.278 2.965 0.106
H -1.961 0.114 3.690 0.085
H -1.073 1.835 -0.232 0.082
H -2.931 0.013 0.052 0.111
H 4.921 -4.046 4.585 0.099
H 0.637 -2.168 0.288 0.070
H -3.933 -3.403 -1.664 0.097
H 6.886 -0.892 -1.744 0.091
H 0.401 -1.693 1.978 0.080
H -1.602 -1.032 -3.533 0.079
H -3.776 3.347 -5.107 0.104
H 3.467 -0.355 -4.418 0.100
H 5.050 2.331 -1.981 0.104
H -4.449 -3.461 0.799 0.147
H 3.441 4.341 4.864 0.101
H 3.880 -4.794 2.227 0.096
H 4.458 -1.667 5.036 0.155
H 1.835 1.076 5.781 0.091
H -6.068 -1.932 1.505 0.107
H -4.578 3.608 -2.103 0.118
H -0.034 -0.353 -3.190 0.084
H -1.778 -2.313 0.204 0.100
H -5.797 -1.527 -2.691 0.084
H -3.881 0.657 -1.976 0.082
H -1.248 1.231 1.503 0.089
H -0.117 2.945 4.682 0.116
H 6.143 -1.002 -4.415 0.092
H -3.211 -3.273 6.005 0.102
H 1.761 4.946 4.665 0.105
H 0.162 -0.406 -5.562 0.105
H 2.287 5.508 -2.932 0.088
H -5.679 3.752 -3.498 0.111
H 1.142 -4.467 -4.037 0.109
H -4.093 -1.025 4.573 0.100
H -6.113 1.444 -2.566 0.114
H 2.892 2.196 3.892 0.109
H 1.067 3.452 -1.503 0.097
H 4.791 4.840 -3.162 0.089
H -6.869 -0.390 -0.657 0.098
H -1.745 -1.484 1.831 0.084
H 0.237 -1.356 4.872 0.108
H -0.795 -3.297 5.888 0.156
H 2.866 -2.674 1.204 0.090
H -2.952 4.211 -3.860 0.102
H 1.952 -2.039 -4.971 0.086
H -4.118 -0.090 -3.489 0.091
H 4.671 -0.308 -0.410 0.114
H 2.743 1.681 -1.306 0.083
H 1.132 -2.743 -6.346 0.112
H 0.298 1.479 3.998 0.083
H -0.381 -3.989 -4.655 0.097
```